11 unconnected molecules or ions with the total composition C33H70IO13P2S at a distorted geometry. Source: the Open Molecules 2025 dataset; level of theory: ωB97M-V/def2-TZVPD.

Results
* LUMO level: -3.858 eV
* E_tot: -3655.77382 a.u.
* net charge: +1

CARTESIAN COORDINATES (ANGSTROEM)
C  -1.6390  0.0065  2.0974
C  -1.2168  0.5105  0.5964
I  -0.5801  -1.1490  -0.7453
C  -0.1442  1.7485  0.5498
S  0.8687  1.9884  2.1061
P  -0.4121  3.0137  3.4854
P  0.2690  5.0352  3.9358
O  0.5862  5.1749  5.5088
O  1.5843  5.6107  2.9488
O  -1.0900  6.1369  3.6432
H  -2.3372  0.8483  2.5596
H  -0.7494  -0.3042  2.7908
H  -2.3394  -0.9569  2.0178
H  -2.2184  0.9219  0.0929
H  -0.7179  2.7694  0.3423
H  0.5836  1.5292  -0.3700
H  1.9596  2.8685  1.8126
H  -1.6663  3.1778  2.7862
H  1.6318  4.9958  2.1591
H  -1.7860  5.6701  3.0708
C  4.7000  0.0470  2.4372
C  3.6287  -0.8223  3.0393
O  2.6040  -1.0963  2.4167
C  3.8597  -1.3433  4.4325
H  4.3977  0.3497  1.4290
H  4.8359  0.9446  3.0458
H  5.6368  -0.5116  2.3684
H  3.9580  -0.5078  5.1301
H  4.7590  -1.9640  4.4527
H  3.0043  -1.9556  4.7374
C  -3.0827  -1.5189  6.8897
C  -2.0052  -1.3976  5.8455
O  -2.0206  -0.4910  5.0145
C  -0.9082  -2.4283  5.8575
H  -3.8068  -0.7076  6.7598
H  -3.6031  -2.4735  6.7774
H  -2.6439  -1.4397  7.8874
H  -1.3316  -3.4233  5.6992
H  -0.3724  -2.3895  6.8092
H  -0.2014  -2.2154  5.0485
C  3.9298  4.2964  -1.2309
C  4.1991  4.0205  0.2242
O  3.3445  4.2322  1.0830
C  5.5543  3.4755  0.5878
H  2.9126  4.6861  -1.3441
H  4.6343  5.0441  -1.6039
H  4.0161  3.3715  -1.8066
H  6.3312  4.1866  0.2959
H  5.7130  2.5140  0.0932
H  5.6061  3.3250  1.6714
C  -0.1340  4.6106  -3.7176
C  1.0529  3.7264  -3.9924
O  2.1953  4.0856  -3.7121
C  0.7879  2.3857  -4.6235
H  0.2081  5.5455  -3.2611
H  -0.6470  4.8455  -4.6536
H  -0.8161  4.1121  -3.0244
H  0.3160  2.5215  -5.5999
H  0.1469  1.7880  -3.9708
H  1.7365  1.8566  -4.7633
C  -2.0151  -5.0191  -0.8783
C  -1.8834  -5.0224  -2.3779
O  -0.8913  -4.5527  -2.9328
C  -3.0125  -5.6225  -3.1721
H  -1.1265  -4.5553  -0.4371
H  -2.8944  -4.4407  -0.5838
H  -2.0935  -6.0451  -0.5100
H  -3.9363  -5.0710  -2.9799
H  -3.1353  -6.6753  -2.9062
H  -2.7803  -5.5557  -4.2404
C  -6.4867  -2.7622  -2.6031
C  -5.7015  -2.5375  -1.3386
O  -5.1939  -3.4761  -0.7269
C  -5.5612  -1.1201  -0.8517
H  -6.5045  -3.8327  -2.8338
H  -7.5147  -2.4163  -2.4685
H  -6.0128  -2.2333  -3.4337
H  -6.5479  -0.7010  -0.6390
H  -5.0460  -0.5180  -1.6042
H  -4.9700  -1.1100  0.0702
C  6.2806  -4.2272  -0.2362
C  5.7262  -3.6354  1.0320
O  6.2854  -2.6964  1.5962
C  4.4612  -4.2369  1.5832
H  7.1951  -3.6936  -0.5161
H  6.5247  -5.2809  -0.0788
H  5.5528  -4.1218  -1.0446
H  4.6242  -5.2909  1.8217
H  3.6523  -4.1319  0.8559
H  4.1784  -3.7097  2.5005
C  9.2106  6.3986  1.4703
C  9.4949  5.4528  0.3342
O  9.0712  4.2981  0.3434
C  10.3173  5.9744  -0.8136
H  8.6073  5.8859  2.2269
H  10.1488  6.7198  1.9298
H  8.6511  7.2626  1.1033
H  11.3048  6.2767  -0.4559
H  9.8071  6.8195  -1.2824
H  10.4422  5.1826  -1.5599
C  -3.5501  -5.1013  -7.7150
C  -4.2584  -6.2568  -7.0599
O  -4.6936  -6.1715  -5.9127
C  -4.4135  -7.5207  -7.8627
H  -3.5119  -4.2571  -7.0184
H  -2.5276  -5.3896  -7.9717
H  -4.0944  -4.7915  -8.6106
H  -3.4295  -7.9168  -8.1259
H  -4.9964  -7.3187  -8.7647
H  -4.9435  -8.2686  -7.2632
C  -10.3465  2.0715  0.6915
C  -9.0576  1.3093  0.5371
O  -8.9941  0.2961  -0.1573
C  -7.8494  1.8347  1.2652
H  -11.1322  1.5770  0.1104
H  -10.6457  2.0864  1.7425
H  -10.2227  3.0904  0.3163
H  -8.0373  1.8391  2.3419
H  -7.6143  2.8430  0.9157
H  -6.9919  1.1844  1.0617

***

A molecular structure, C33H73FNbO7 at a distorted geometry. Source: the Open Molecules 2025 dataset; level of theory: ωB97M-V/def2-TZVPD.

Results
* LUMO level: 1.723 eV
* E_tot: -1984.26750 a.u.
* net charge: -1

CARTESIAN COORDINATES (ANGSTROEM)
C  5.6176  -1.2933  0.4074
C  5.8378  -1.9519  -1.0643
C  4.8087  -1.1889  -2.0756
C  5.4332  0.1829  -2.6154
C  4.4027  1.1508  -3.3855
Nb  3.3738  2.7357  -2.1021
C  5.3515  3.5887  -1.3363
C  5.2953  4.2782  0.1013
O  6.3699  4.3043  0.7713
F  4.1669  4.9063  0.6843
C  1.2950  2.2251  -2.9030
C  0.6348  0.9228  -2.2732
C  1.2097  -0.5290  -2.3996
C  0.5403  -1.7946  -1.8217
C  -0.7936  -1.6800  -1.0483
C  -1.4036  -0.2663  -0.8902
C  -0.7248  1.0224  -1.4832
C  -1.5271  2.3876  -1.2576
H  6.1402  -1.8937  1.2343
H  5.9511  -0.1902  0.3804
H  4.4961  -1.2959  0.6522
H  5.5284  -3.0589  -0.9639
H  6.9268  -1.8374  -1.4181
H  3.9005  -0.9160  -1.4229
H  4.4449  -1.9049  -2.8890
H  6.2427  -0.1133  -3.3930
H  5.9973  0.6627  -1.7483
H  3.6646  0.5290  -4.0274
H  5.0362  1.7393  -4.1606
H  3.2497  1.5337  -0.7228
H  2.5363  3.9713  -1.0184
H  3.4949  3.9512  -3.4912
H  6.2175  2.8387  -1.3021
H  5.6947  4.4167  -2.0705
H  1.3588  2.0981  -4.0536
H  0.5560  3.0997  -2.7490
H  2.1704  -0.6389  -2.9939
H  1.0269  -2.8241  -1.9626
H  -1.3005  -2.6158  -0.6470
H  -2.4125  -0.1907  -0.3396
H  -2.0501  2.3350  -0.2296
H  -2.3908  2.5213  -2.0151
H  -0.8446  3.2993  -1.2217
C  -2.5337  -6.0429  -4.2421
C  -2.3979  -4.7879  -3.3928
C  -2.9274  -3.5646  -4.1232
O  -1.0264  -4.5849  -3.0629
H  -1.9580  -5.9515  -5.1692
H  -2.1385  -6.9121  -3.7088
H  -3.5792  -6.2353  -4.4984
H  -2.9417  -4.9189  -2.4548
H  -2.3650  -3.3871  -5.0462
H  -2.8124  -2.6699  -3.5057
H  -3.9846  -3.6823  -4.3757
H  -0.5351  -4.4670  -3.8868
C  8.3210  4.4170  4.4603
C  7.2155  5.1736  5.1801
C  5.9924  4.2958  5.3929
O  6.8498  6.3190  4.4146
H  7.9883  4.0883  3.4705
H  9.1893  5.0631  4.3038
H  8.6361  3.5396  5.0319
H  7.5835  5.5319  6.1460
H  5.5801  3.9632  4.4349
H  5.2012  4.8549  5.9002
H  6.2377  3.4147  5.9921
H  6.5226  6.0120  3.5566
C  2.9703  1.6535  4.0171
C  2.8717  0.3351  3.2681
C  3.4746  -0.8083  4.0702
O  3.5526  0.4532  2.0250
H  4.0163  1.9160  4.2070
H  2.5439  2.4658  3.4225
H  2.4427  1.6060  4.9740
H  1.8235  0.1148  3.0472
H  4.5376  -0.6308  4.2646
H  3.4076  -1.7461  3.5117
H  2.9610  -0.9336  5.0275
H  4.4811  0.6487  2.2101
C  -5.5899  -3.7362  0.9633
C  -5.5268  -3.1329  -0.4307
C  -6.9154  -2.9842  -1.0325
O  -4.7326  -3.9656  -1.2722
H  -6.0347  -4.7367  0.9366
H  -4.5851  -3.8483  1.3793
H  -6.1801  -3.1099  1.6380
H  -5.0387  -2.1554  -0.3866
H  -7.4057  -3.9587  -1.1283
H  -6.8543  -2.5604  -2.0386
H  -7.5451  -2.3358  -0.4174
H  -5.1561  -4.8336  -1.3180
C  -8.8444  -6.3932  3.6481
C  -8.7804  -5.7896  2.2538
C  -10.1681  -5.6400  1.6503
O  -7.9855  -6.6234  1.4128
H  -9.2894  -7.3933  3.6205
H  -7.8397  -6.5055  4.0641
H  -9.4345  -5.7675  4.3226
H  -8.2919  -4.8124  2.2986
H  -10.6589  -6.6141  1.5535
H  -10.1055  -5.2162  0.6444
H  -10.7982  -4.9916  2.2645
H  -8.4095  -7.4905  1.3668
C  -3.6624  7.0124  -0.1316
C  -2.7257  6.1078  -0.9174
C  -2.9465  6.2494  -2.4152
O  -2.9418  4.7525  -0.5329
H  -4.7087  6.7538  -0.3255
H  -3.5006  6.8917  0.9429
H  -3.5086  8.0628  -0.3928
H  -1.6883  6.3530  -0.6741
H  -3.9681  5.9643  -2.6880
H  -2.2750  5.5857  -2.9665
H  -2.7713  7.2769  -2.7450
H  -3.8571  4.5247  -0.7438

***

A molecular structure, C33H73GaNO3 at a distorted geometry. Source: the Open Molecules 2025 dataset; level of theory: ωB97M-V/def2-TZVPD.

Results
* LUMO level: 2.363 eV
* E_tot: -3506.38029 a.u.
* net charge: -1

CARTESIAN COORDINATES (ANGSTROEM)
C  1.0860  4.5586  3.1889
C  -0.1526  5.2726  2.6538
C  -0.2958  5.2885  1.1123
C  0.4946  4.2348  0.3686
C  -0.0173  4.0975  -1.0751
C  1.0479  3.5624  -2.0177
C  1.0315  2.0354  -2.0176
C  1.8206  1.4098  -3.1473
C  1.6541  -0.1222  -3.1306
C  2.5609  -0.7900  -2.0924
C  1.8178  -0.9094  -0.7419
C  2.5383  -0.3013  0.4434
C  1.5598  -0.0263  1.6045
C  0.7276  -1.2181  2.0212
C  -0.1769  -0.8878  3.2075
C  -1.2266  -1.9942  3.4531
C  -2.6004  -1.7889  2.7554
C  -2.9862  -2.8346  1.6790
Ga  -2.9724  -2.1389  -0.2381
O  -3.7075  -3.3713  -1.4768
C  -3.9758  -0.3401  -0.4335
C  -2.9635  0.8167  -0.3183
C  -3.3903  1.8554  0.7354
C  -4.2071  2.9431  0.0527
C  -4.7735  4.0056  0.9852
C  -5.3837  5.1696  0.2025
C  -6.4724  4.7554  -0.7913
C  -5.9642  4.5485  -2.2388
C  -6.3372  3.1775  -2.8363
H  0.8735  3.5190  3.3909
H  1.3312  4.9883  4.1545
H  1.9589  4.6785  2.5638
H  -0.1137  6.3039  2.9821
H  -1.0474  4.8393  3.0805
H  -1.3379  5.0993  0.8838
H  -0.0772  6.2704  0.7037
H  0.3967  3.2699  0.8535
H  1.5561  4.4534  0.3615
H  -0.8577  3.4121  -1.0452
H  -0.3691  5.0747  -1.3908
H  2.0338  3.9620  -1.8000
H  0.8005  3.8751  -3.0305
H  1.4110  1.7188  -1.0530
H  0.0008  1.7126  -2.0667
H  1.3848  1.7735  -4.0735
H  2.8725  1.6689  -3.0798
H  1.8132  -0.5289  -4.1249
H  0.6132  -0.3034  -2.8930
H  3.4913  -0.2399  -2.0057
H  2.7449  -1.7969  -2.4455
H  0.8595  -0.4260  -0.8271
H  1.5873  -1.9422  -0.5265
H  2.9303  0.6715  0.1544
H  3.3197  -0.9475  0.8319
H  0.9347  0.8288  1.3577
H  2.1853  0.2683  2.4466
H  1.3920  -2.0342  2.3086
H  0.0852  -1.5731  1.2236
H  -0.6924  0.0352  2.9551
H  0.4323  -0.7275  4.0931
H  -0.7928  -2.9028  3.0474
H  -1.3502  -2.1693  4.5170
H  -3.3495  -1.8603  3.5391
H  -2.6508  -0.7683  2.3814
H  -2.3168  -3.6878  1.7317
H  -4.0048  -3.1404  1.8864
H  -1.4525  -1.8308  -0.6788
H  -3.1874  -3.2568  -2.2884
H  -4.7333  -0.2405  0.3407
H  -4.4901  -0.2995  -1.3877
H  -1.9506  0.4631  -0.1470
H  -2.9861  1.3395  -1.2731
H  -4.0395  1.3541  1.4487
H  -2.5306  2.2571  1.2713
H  -5.0427  2.4390  -0.4119
H  -3.5848  3.4047  -0.7038
H  -5.5268  3.5670  1.6268
H  -3.9659  4.4175  1.5769
H  -4.5971  5.7220  -0.3033
H  -5.8408  5.8419  0.9282
H  -6.9244  3.8337  -0.4451
H  -7.2450  5.5141  -0.8386
H  -6.3431  5.3184  -2.8967
H  -4.8865  4.5663  -2.1947
H  -5.4753  2.6867  -3.2620
H  -7.1209  3.2644  -3.5754
H  -6.6969  2.5037  -2.0727
C  6.0097  -7.0334  2.0479
O  6.4789  -5.8868  1.3673
C  7.1743  -6.1654  0.1588
C  6.3849  -5.7044  -1.0482
N  5.2001  -6.5268  -1.2526
C  4.2636  -6.0048  -2.2475
C  3.5870  -4.6653  -1.9692
O  2.6792  -4.6827  -0.8893
C  3.2631  -4.4847  0.3833
H  5.6331  -6.7082  3.0163
H  5.1935  -7.5230  1.5065
H  6.8170  -7.7544  2.2110
H  7.4234  -7.2280  0.0804
H  8.1127  -5.6035  0.1941
H  7.0216  -5.7720  -1.9359
H  6.1317  -4.6475  -0.8913
H  4.7108  -6.6218  -0.3725
H  3.4735  -6.7505  -2.3621
H  4.7825  -5.9413  -3.2099
H  2.9910  -4.4187  -2.8526
H  4.3075  -3.8461  -1.8502
H  4.1405  -3.8338  0.3333
H  3.5358  -5.4368  0.8500
H  2.5204  -4.0091  1.0250

***

| no. | E_HOMO (eV) |
| --- | --- |
| 1 | -10.80 |
| 2 | -4.66 |
| 3 | -4.24 |